# 1
C19H30N2O4 | wB97M-V/def2-TZVPD

The geometry in XYZ format:
```
55
C19H30N2O4 (wB97M-V/def2-TZVPD)
O -1.208 -1.318 2.013
O -0.522 -0.043 -1.178
O 2.222 2.794 -0.663
O 0.176 2.540 0.248
N 0.498 0.148 0.830
N 1.610 0.831 0.359
C -0.162 3.833 -0.227
C -2.663 0.390 1.113
C -4.615 -3.247 -1.745
C -4.173 -3.639 -0.341
C 5.166 -0.057 -0.162
C 2.789 0.083 0.131
C 6.346 -2.252 -0.469
C 5.106 -1.443 -0.242
C -4.600 3.054 -0.930
C -0.526 -0.206 0.019
C 3.864 -2.051 -0.127
C -4.053 2.324 0.289
C -3.256 1.083 -0.110
C 1.413 2.116 -0.089
C 4.029 0.705 0.030
C -1.717 -0.789 0.794
C -3.668 -2.450 0.479
C 2.716 -1.304 0.059
C -2.357 -1.888 -0.067
H 4.101 1.777 0.085
H 3.788 -3.127 -0.185
H -0.166 3.845 -1.319
H -1.628 -2.700 -0.146
H -1.938 -1.741 2.479
H -5.268 2.407 -1.494
H 0.428 -0.030 1.824
H -3.912 0.398 -0.649
H -4.880 2.032 0.941
H 0.557 4.573 0.131
H -3.386 -4.394 -0.405
H 7.195 -1.812 0.049
H 6.212 -3.275 -0.125
H 1.762 -1.801 0.139
H -3.466 0.025 1.759
H -5.030 -4.110 -2.262
H -2.084 1.118 1.688
H -3.409 2.999 0.858
H -5.154 3.942 -0.631
H -3.779 -2.873 -2.329
H -5.020 -4.088 0.184
H 6.582 -2.281 -1.534
H -2.502 -1.477 -1.064
H 6.122 0.439 -0.245
H -2.452 1.373 -0.787
H -4.437 -1.676 0.483
H -3.788 3.359 -1.586
H -5.380 -2.475 -1.703
H -3.524 -2.786 1.511
H -1.156 4.044 0.159
```

The calculation puts the molar mass at 350.46 g/mol. The HOMO-LUMO gap comes out at 8.904 eV. The energy comes out at -31360.7758 eV. For the HOMO energy, the calculation gives -8.271 eV. As for the strongest force on any atom: 0.0160 hartree/bohr. The energy relative to the best compared isomer or geometry (same formula, charge and spin) comes out at 148.6 kJ/mol.

***

# 2
C22H31N3O2 | wB97M-V/def2-TZVPD

The geometry in XYZ format:
```
58
C22H31N3O2 (wB97M-V/def2-TZVPD)
O 2.021 0.359 -0.845
O 1.743 2.848 2.485
N 3.014 1.010 2.925
N -2.175 0.618 0.053
N 2.000 -0.780 1.118
C 0.827 0.811 6.067
C 1.260 -1.269 2.276
C -0.421 0.200 5.435
C -0.040 -0.804 4.352
C 0.855 -0.186 3.276
C -0.851 0.987 0.100
C 3.447 -0.765 1.198
C 4.126 2.581 0.104
C 1.696 1.480 5.005
C 2.075 0.471 3.922
C -1.004 -1.263 -0.022
C -0.421 2.413 0.185
C -2.274 -0.753 -0.036
C -3.283 1.547 0.048
C 5.284 3.556 0.153
C -0.103 -0.161 0.060
C 2.754 2.191 2.287
C -3.587 -1.455 -0.139
C 1.384 -0.178 0.051
C 3.986 0.067 2.390
C 3.828 2.727 1.397
C 4.934 3.728 1.667
H 2.613 1.877 5.449
H -3.457 1.962 -0.947
H 0.550 1.546 6.826
H 5.171 4.460 -0.447
H 0.294 0.584 2.737
H 4.271 -0.595 3.209
H 4.883 0.597 2.075
H -1.040 -0.283 6.195
H -0.745 -2.308 -0.097
H 6.269 3.128 -0.039
H -3.412 -2.523 -0.257
H 5.707 3.405 2.366
H 3.688 1.990 -0.688
H -4.187 1.038 0.374
H -1.026 0.998 4.992
H 0.657 2.477 0.055
H 2.637 -0.325 4.427
H 1.393 0.026 6.581
H 1.159 2.319 4.565
H -0.932 -1.224 3.879
H -0.654 2.861 1.154
H 3.826 -1.788 1.271
H -3.084 2.367 0.736
H 4.592 4.724 1.952
H 1.897 -2.009 2.774
H -0.892 3.018 -0.592
H 0.492 -1.644 4.817
H 3.798 -0.333 0.263
H -4.202 -1.317 0.754
H -4.169 -1.116 -0.998
H 0.365 -1.790 1.945
```

The calculation puts the molar mass at 369.51 g/mol. The HOMO-LUMO gap comes out at 8.543 eV. The energy comes out at -31882.5585 eV. For the HOMO energy, the calculation gives -7.778 eV. As for the strongest force on any atom: 0.0071 hartree/bohr. The energy relative to the best compared isomer or geometry (same formula, charge and spin) comes out at 173.4 kJ/mol.

***

# 3
C5H3ClNO3S | wB97M-V/def2-TZVPD

The geometry in XYZ format:
```
14
C5H3ClNO3S (wB97M-V/def2-TZVPD)
Cl 1.676 0.571 -3.147
S -2.278 1.479 0.903
O -2.230 0.290 0.082
O -2.655 1.184 2.324
O -0.365 1.875 1.167
N 0.182 0.894 0.485
C 0.640 -1.374 0.119
C 1.162 0.229 -1.508
C 0.666 1.277 -0.742
C 1.293 -1.119 -1.098
C 0.146 -0.343 0.914
H 1.633 -1.963 -1.774
H 0.489 -2.516 0.429
H -0.359 -0.484 1.845
```

The calculation puts the molar mass at 192.60 g/mol. The HOMO-LUMO gap comes out at 7.950 eV. The energy comes out at -36221.9413 eV. For the HOMO energy, the calculation gives -4.559 eV. As for the strongest force on any atom: 0.0756 hartree/bohr. The energy relative to the best compared isomer or geometry (same formula, charge and spin) comes out at 144.1 kJ/mol. As for the total charge: -1.

***

# 4
C18H43F6FeNO6S2Si2 | wB97M-V/def2-TZVPD

The geometry in XYZ format:
```
79
C18H43F6FeNO6S2Si2 (wB97M-V/def2-TZVPD)
Fe -1.166 -0.760 0.999
S -1.143 -3.455 2.655
S -1.394 -3.697 -0.041
Si 0.246 2.650 -2.589
Si -4.142 0.381 1.545
F -2.265 -5.446 4.057
F -3.917 -4.197 -0.732
F -1.759 -3.658 5.227
F -2.589 -5.936 -0.863
F -2.448 -4.339 -2.366
F -3.496 -3.632 3.891
O 0.175 -4.010 2.813
O -0.114 -4.294 -0.334
O 0.882 -0.325 1.117
O -1.569 -2.250 -0.358
O 3.271 1.149 -1.918
O -1.244 -1.975 2.731
N -1.998 -4.004 1.408
C 1.173 0.844 1.997
C -2.306 0.733 1.375
C -2.232 -4.099 4.039
C 0.787 4.109 -1.542
C -5.089 1.208 0.144
C -4.589 -1.440 1.513
C 1.179 0.507 3.464
C 4.223 -0.907 -2.896
C 5.619 1.628 -1.300
C 1.298 2.665 -4.153
C 4.216 2.158 -1.525
C -4.701 1.032 3.226
C -2.667 -4.606 -1.061
C 3.611 0.457 -3.138
C 3.246 -1.055 1.146
C -1.505 2.919 -3.232
C 1.809 -1.445 1.367
C 0.292 1.063 -1.549
H -5.680 -1.547 1.593
H 3.833 -1.978 1.116
H 2.662 0.356 -3.680
H 0.798 5.021 -2.155
H 4.407 -1.376 -3.867
H 3.630 -0.469 1.991
H -5.761 1.321 3.217
H 0.399 1.575 1.743
H 6.230 2.413 -0.850
H 2.137 1.237 1.658
H 1.014 1.427 4.031
H -4.276 -1.934 0.585
H 0.488 0.196 -2.192
H 4.307 1.062 -3.747
H -4.952 0.644 -0.790
H -6.167 1.243 0.368
H -4.106 1.909 3.511
H 2.334 2.350 -3.986
H 0.094 4.266 -0.706
H 1.333 3.681 -4.570
H 3.806 2.580 -0.598
H -1.952 1.163 2.342
H 1.797 3.955 -1.140
H 1.480 -2.243 0.686
H -1.669 3.978 -3.470
H -0.689 0.902 -1.073
H 1.650 -1.769 2.407
H -4.737 2.236 -0.017
H 0.385 -0.196 3.737
H 2.145 0.093 3.763
H 3.543 -1.549 -2.324
H 5.187 -0.826 -2.379
H 4.239 2.955 -2.287
H 6.096 1.347 -2.247
H 0.855 2.008 -4.916
H -2.266 2.613 -2.506
H 1.090 1.026 -0.762
H 5.624 0.765 -0.622
H -4.146 -1.995 2.350
H 3.400 -0.502 0.213
H -4.564 0.259 3.995
H -2.029 1.488 0.620
H -1.664 2.348 -4.158
```

The calculation puts the molar mass at 659.68 g/mol. As for the multiplicity: 5. The HOMO-LUMO gap (alpha / beta) comes out at 8.753 / 9.174 eV. The energy comes out at -121256.4419 eV. For the HOMO energy (alpha / beta), the calculation gives -8.281 / -8.719 eV. As for the strongest force on any atom: 0.0308 hartree/bohr.

***

# 5
C26H29N4PtS3 | wB97M-V/def2-TZVPD

The geometry in XYZ format:
```
63
C26H29N4PtS3 (wB97M-V/def2-TZVPD)
Pt -1.305 0.023 0.064
S -2.544 1.973 -0.027
S -1.774 -0.159 -2.243
S -0.586 3.561 -2.880
N -2.609 -1.857 0.215
N -1.307 -0.403 2.104
N -3.122 -3.588 1.470
N -2.060 -1.491 3.853
C -0.872 0.254 3.231
C -0.304 3.567 -1.066
C 3.061 1.597 2.684
C -3.389 -3.956 0.129
C -0.841 0.846 -3.479
C 1.453 -1.041 -0.744
C -1.548 3.528 -0.197
C 4.191 1.510 3.485
C -2.060 -1.482 2.499
C 2.749 0.618 1.693
C 5.092 0.450 3.288
C 4.878 -0.465 2.262
C -3.465 0.574 -2.270
C 0.158 1.897 -3.092
C 3.731 -0.375 1.471
C 0.777 -0.158 0.247
C -3.520 1.902 -1.585
C 2.573 -0.540 -1.451
C -2.627 -2.342 1.476
C 1.445 -2.939 -2.247
C -3.073 -2.889 -0.615
C 0.965 -2.322 -1.117
C 3.069 -1.173 -2.575
C 2.463 -2.354 -3.023
C 1.438 0.762 1.055
C -1.338 -0.388 4.311
H -3.811 -4.881 -0.175
H 3.906 -0.725 -3.106
H -2.303 4.215 -0.557
H -0.399 0.067 -4.100
H 2.378 2.434 2.799
H -3.092 2.690 -2.205
H -0.327 1.173 3.167
H 3.561 -1.172 0.740
H -4.080 -0.209 -1.807
H 0.225 4.501 -0.897
H 0.251 -2.835 -0.463
H 2.996 0.425 -1.094
H 0.884 1.648 1.371
H 5.926 0.298 3.971
H -3.180 -2.770 -1.670
H 0.378 2.774 -0.767
H -1.393 3.767 0.848
H 5.566 -1.266 2.067
H -2.510 -2.205 4.463
H -4.540 2.139 -1.289
H 1.059 -3.888 -2.598
H 0.756 1.624 -2.217
H -1.612 1.322 -4.085
H -3.810 0.581 -3.327
H 4.400 2.268 4.266
H 0.838 2.026 -3.942
H -1.300 -0.108 5.352
H 2.798 -2.840 -3.934
H -3.266 -4.198 2.257
```

The calculation puts the molar mass at 688.83 g/mol. As for the multiplicity: 3. The HOMO-LUMO gap (alpha / beta) comes out at 5.627 / 5.677 eV. The energy comes out at -69137.2587 eV. For the HOMO energy (alpha / beta), the calculation gives -8.160 / -9.654 eV. As for the strongest force on any atom: 0.0611 hartree/bohr. The energy relative to the best compared isomer or geometry (same formula, charge and spin) comes out at 12.5 kJ/mol. As for the total charge: +1.

***

# 6
C2H5NOS | wB97M-V/def2-TZVPD

The geometry in XYZ format:
```
10
C2H5NOS (wB97M-V/def2-TZVPD)
S 2.138 0.162 -0.007
O -2.727 0.140 -0.448
N 0.526 -0.525 -0.168
C -0.371 0.304 0.303
C -1.725 -0.325 0.363
H -1.446 -1.346 0.083
H 2.851 -0.818 -0.686
H -0.083 1.332 0.210
H -2.771 1.190 -0.229
H -2.040 -0.267 1.491
```

The calculation puts the molar mass at 91.13 g/mol. The HOMO-LUMO gap comes out at 9.592 eV. The energy comes out at -16525.5817 eV. For the HOMO energy, the calculation gives -9.056 eV. As for the strongest force on any atom: 0.0927 hartree/bohr. The energy relative to the best compared isomer or geometry (same formula, charge and spin) comes out at 270.1 kJ/mol.

***

Question: Among the records above, which one has the lowest energy?
Answer: C18H43F6FeNO6S2Si2

***

Question: The lowest molar mass belongs to which entry?
Answer: C2H5NOS